(1)
# C23H18N4O4S

C23H18N4O4S in the gas phase at a distorted geometry (ωB97M-V with the def2-TZVPD basis set, the OMol25 dataset).

Geometry as XYZ:
```
50
Properties=species:S:1:pos:R:3
O -3.79 -4.75 2.96
N -2.69 -4.23 2.61
O -2.15 -3.21 3.10
C -2.04 -4.81 1.51
C -1.73 -6.16 1.60
C -0.90 -6.78 0.69
C -0.37 -6.04 -0.37
C -0.73 -4.70 -0.52
C -1.62 -4.08 0.37
C -1.98 -2.64 0.17
S -2.31 -2.17 -1.56
C -0.87 -1.14 -1.88
N 0.08 -1.53 -2.69
N 1.14 -0.66 -2.65
C 0.85 0.28 -1.76
C 1.74 1.39 -1.47
C 3.13 1.20 -1.41
C 3.99 2.27 -1.15
C 3.44 3.55 -0.84
C 2.03 3.73 -0.91
C 1.25 2.68 -1.23
O 1.43 4.94 -0.60
C 2.35 6.04 -0.65
C 3.65 5.69 0.08
O 4.31 4.55 -0.49
N -0.42 0.01 -1.23
C -1.12 0.68 -0.23
C -0.48 1.15 0.95
C -1.20 1.74 2.02
C -2.58 1.94 1.87
C -3.24 1.50 0.70
C -2.51 0.90 -0.32
H -2.12 -6.72 2.46
H -0.76 -7.82 0.80
H 0.30 -6.57 -1.02
H -0.24 -4.15 -1.34
H -2.87 -2.38 0.80
H -1.16 -2.01 0.54
H 3.54 0.21 -1.60
H 5.05 2.11 -1.17
H 0.16 2.89 -1.34
H 2.53 6.21 -1.70
H 1.88 6.92 -0.21
H 3.38 5.52 1.09
H 4.34 6.55 0.02
H 0.61 1.06 1.02
H -0.71 2.13 2.91
H -3.16 2.44 2.66
H -4.33 1.62 0.61
H -3.08 0.62 -1.20
```

Calculated values
SMILES: O=[N+]([O-])c1ccccc1CSc1nnc(-c2ccc3c(c2)OCCO3)n1-c1ccccc1
Net charge: 0
HOMO-LUMO gap: 0.28459 hartree
Maximum force: 3.52 eV Å⁻¹
Calculated total energy: -1805.29077 Ha
E_HOMO: -8.353 eV
Energy relative to the best compared isomer or geometry (same formula, charge and spin): 94.3 kcal per mole



(2)
# C23H18O3S

C23H18O3S as an isolated structure at a distorted geometry (ωB97M-V with the def2-TZVPD basis set, the OMol25 dataset).

Geometry as XYZ:
```
45
Properties=species:S:1:pos:R:3
O 0.06 1.10 3.35
O -0.25 3.47 2.60
O -0.46 -0.06 -0.97
C 3.50 0.83 -4.03
C -5.27 -0.61 0.67
C 2.13 0.68 -4.22
C 4.03 0.71 -2.73
C 1.89 -2.68 1.83
C -4.53 -0.30 1.81
C -4.59 -0.88 -0.56
C 0.76 -2.70 2.43
C 1.35 0.34 -3.12
C 3.21 0.53 -1.58
C 2.16 -1.80 0.81
C -3.17 -0.20 1.65
C -3.21 -0.75 -0.61
C -0.31 -1.92 2.10
C 1.83 0.34 -1.81
C 1.02 -0.87 0.40
C -2.48 -0.40 0.49
C -0.19 -0.99 1.02
C 0.87 0.26 -0.67
C -1.04 -0.05 0.34
C 0.62 1.69 -0.03
C 1.47 1.95 1.19
C -0.73 1.45 0.59
S -0.12 1.99 2.20
H 4.13 1.08 -4.83
H -6.35 -0.74 0.67
H 1.75 0.67 -5.27
H 5.05 0.90 -2.62
H 2.68 -3.43 2.06
H -4.83 -0.14 2.80
H -5.23 -0.90 -1.39
H 0.60 -3.32 3.30
H 0.22 0.31 -3.29
H 3.74 0.58 -0.60
H 3.08 -2.00 0.23
H -2.69 0.08 2.58
H -2.80 -0.97 -1.52
H -1.19 -1.93 2.64
H 0.68 2.50 -0.78
H 2.02 2.91 1.35
H 2.24 1.24 1.30
H -1.67 2.05 0.22
```

Calculated values
Net charge: 0
HOMO-LUMO gap: 0.36403 hartree
Maximum force: 7.36 eV Å⁻¹
Calculated total energy: -1510.99866 Ha
E_HOMO: -9.258 eV
Energy relative to the best compared isomer or geometry (same formula, charge and spin): 68.4 kcal per mole



(3)
# C23H19AlAsBrNO6S5SbTe

C23H19AlAsBrNO6S5SbTe as an isolated structure at a distorted geometry (ωB97M-V with the def2-TZVPD basis set, the OMol25 dataset).

Geometry as XYZ:
```
59
Properties=species:S:1:pos:R:3
Al -1.65 -0.33 0.72
O 1.64 0.98 -0.43
As 0.57 0.24 3.10
O -0.60 -0.02 4.24
O -0.09 -0.26 1.44
C 0.32 2.24 2.87
C 1.30 3.03 3.44
C 1.15 4.40 3.58
C -0.02 5.02 3.15
C -1.02 4.25 2.57
C -0.84 2.88 2.44
S -2.10 2.05 1.49
O -3.19 2.98 1.34
O -1.43 1.69 0.21
O -2.54 0.76 2.05
H 1.27 0.79 0.46
H 2.21 2.55 3.79
H 1.94 5.00 4.02
H -0.15 6.09 3.26
H -1.94 4.69 2.22
S -1.05 -1.09 -3.69
Sb -2.37 -2.11 -2.02
S -3.42 -0.35 -0.78
S -0.81 -2.54 -0.34
S -3.72 -3.81 -2.66
Te 0.32 0.00 -1.55
C 1.21 1.19 -3.13
C 0.48 1.70 -4.19
C 1.12 2.40 -5.21
C 2.49 2.62 -5.15
C 3.22 2.14 -4.07
C 2.58 1.42 -3.07
C 1.81 -1.52 -1.83
C 1.92 -2.32 -2.96
C 2.88 -3.32 -3.00
C 3.73 -3.53 -1.92
C 3.63 -2.71 -0.81
C 2.67 -1.71 -0.76
H -0.58 1.52 -4.26
H 0.55 2.78 -6.05
H 2.99 3.17 -5.95
H 4.29 2.31 -4.01
H 3.15 1.04 -2.23
H 1.26 -2.19 -3.80
H 2.95 -3.96 -3.87
H 4.47 -4.33 -1.95
H 4.30 -2.86 0.04
H 2.59 -1.09 0.12
Br -0.17 -3.14 2.92
C -2.03 -2.86 2.87
C -2.78 -3.74 3.64
C -4.16 -3.63 3.63
C -4.73 -2.61 2.89
C -3.90 -1.77 2.17
N -2.57 -1.90 2.13
H -2.27 -4.50 4.21
H -4.77 -4.32 4.20
H -5.80 -2.46 2.86
H -4.31 -0.95 1.61
```

Calculated values
Net charge: -2
HOMO-LUMO gap: 0.22967 hartree
Maximum force: 2.21 eV Å⁻¹
Calculated total energy: -8945.76648 Ha
E_HOMO: -2.098 eV
Energy relative to the best compared isomer or geometry (same formula, charge and spin): 45.2 kcal per mole



(4)
# C23H19ClIrN6O4S2

C23H19ClIrN6O4S2 as an isolated structure at a distorted geometry (ωB97M-V with the def2-TZVPD basis set, the OMol25 dataset).

Geometry as XYZ:
```
56
Properties=species:S:1:pos:R:3
Ir 0.93 0.35 -0.04
C -0.48 2.74 1.15
N 0.35 1.61 1.61
C 1.58 2.01 2.31
C 2.17 0.67 2.67
N 1.87 -0.38 1.95
C 2.57 -1.44 2.50
C 2.63 -2.78 2.12
C 3.39 -3.62 2.89
C 4.09 -3.15 4.03
C 4.04 -1.83 4.41
C 3.27 -0.99 3.62
N 2.97 0.37 3.71
C -1.80 2.22 0.68
N -2.02 1.07 0.07
C -3.37 0.93 -0.20
C -4.08 -0.09 -0.81
C -5.44 0.10 -0.93
C -6.07 1.26 -0.45
C -5.36 2.28 0.16
C -3.99 2.09 0.27
N -2.99 2.86 0.84
H 0.05 3.24 0.34
H -0.67 3.46 1.95
H -0.17 1.04 2.28
H 1.40 2.61 3.21
H 2.20 2.59 1.62
H 2.10 -3.13 1.24
H 3.47 -4.67 2.63
H 4.67 -3.85 4.61
H 4.58 -1.47 5.28
H 3.35 1.03 4.37
H -3.60 -0.99 -1.17
H -6.05 -0.67 -1.39
H -7.14 1.37 -0.56
H -5.85 3.17 0.53
H -3.08 3.78 1.23
S 3.22 0.20 -0.42
C 2.64 -0.65 -1.80
N 1.32 -0.73 -1.69
C 0.71 -1.34 -2.79
C -0.64 -1.54 -3.02
C -1.01 -2.17 -4.20
C -0.06 -2.60 -5.13
C 1.29 -2.39 -4.90
C 1.67 -1.76 -3.72
S 3.30 -1.35 -3.22
H -1.37 -1.21 -2.30
H -2.06 -2.34 -4.40
H -0.37 -3.08 -6.04
H 2.03 -2.71 -5.62
O 0.88 2.64 -3.52
Cl 0.08 2.07 -2.47
O 1.02 2.05 -1.16
O -1.02 2.95 -2.09
O -1.14 0.14 -0.29
```

Calculated values
Net charge: +1
HOMO-LUMO gap: 0.29324 hartree
Maximum force: 1.45 eV Å⁻¹
Calculated total energy: -2877.87736 Ha
E_HOMO: -10.541 eV
Energy relative to the best compared isomer or geometry (same formula, charge and spin): 0.0 kcal per mole



(5)
# C23H19F10N4Rh

C23H19F10N4Rh as an isolated structure (ωB97M-V with the def2-TZVPD basis set, the OMol25 dataset).

Geometry as XYZ:
```
57
Properties=species:S:1:pos:R:3
Rh -0.21 0.76 -0.30
C 0.36 0.78 2.82
N 0.02 -0.23 1.81
C 1.06 -1.24 1.65
C 2.28 -0.75 0.87
N 1.88 -0.22 -0.42
C 2.77 0.03 -1.37
C 2.29 0.41 -2.67
F 0.98 0.43 -2.89
C 3.12 0.73 -3.72
F 2.63 1.05 -4.90
C 4.50 0.69 -3.53
F 5.31 0.98 -4.53
C 5.03 0.33 -2.30
F 6.34 0.31 -2.13
C 4.19 0.00 -1.25
F 4.76 -0.30 -0.09
C -1.29 -0.84 2.12
C -2.41 -0.15 1.35
N -2.00 -0.14 -0.05
C -2.95 -0.15 -1.03
C -4.27 0.31 -0.93
F -4.71 0.83 0.23
C -5.16 0.27 -1.99
F -6.40 0.72 -1.82
C -4.76 -0.20 -3.23
F -5.61 -0.23 -4.25
C -3.46 -0.65 -3.38
F -3.05 -1.12 -4.56
C -2.59 -0.62 -2.31
F -1.33 -1.07 -2.50
H 0.49 0.32 3.81
H -0.45 1.51 2.86
H 1.26 1.32 2.54
H 0.63 -2.08 1.10
H 1.41 -1.62 2.62
H 2.97 -1.59 0.74
H 2.81 0.02 1.43
H -1.47 -0.82 3.20
H -1.27 -1.89 1.80
H -2.58 0.86 1.74
H -3.33 -0.72 1.50
C 2.60 3.01 0.28
C 1.21 3.55 0.31
C 0.85 4.87 0.52
C -0.55 4.95 0.31
C -0.97 3.68 -0.02
C -2.36 3.22 -0.33
N 0.10 2.82 -0.01
H 3.29 3.77 0.67
H 2.92 2.77 -0.74
H 2.74 2.11 0.90
H 1.52 5.68 0.76
H -1.17 5.83 0.39
H -2.98 4.08 -0.59
H -2.84 2.70 0.50
H -2.37 2.54 -1.19
```

Calculated values
2S+1: 5
Net charge: 0
HOMO-LUMO gap (alpha / beta): 0.25176 / 0.14398 hartree
Maximum force: 0.47 eV Å⁻¹
Calculated total energy: -2215.89040 Ha
E_HOMO (alpha / beta): -6.925 / -6.909 eV



(6)
# C23H19I2MnN4O

C23H19I2MnN4O as an isolated structure (ωB97M-V with the def2-TZVPD basis set, the OMol25 dataset).

Geometry as XYZ:
```
50
Properties=species:S:1:pos:R:3
Mn 0.46 -0.24 -0.08
I 6.64 2.88 0.95
C 4.91 1.68 0.72
C 5.12 0.33 1.10
C 4.26 -0.81 1.13
I 5.23 -2.67 1.65
C 2.96 -0.89 0.87
O 1.90 -1.51 0.74
C 2.49 1.70 0.01
C 1.40 2.67 -0.55
N 0.19 1.87 -0.86
C -1.08 2.33 -0.31
C -2.12 1.23 -0.41
C -3.46 1.52 -0.50
C -4.39 0.49 -0.54
C -3.93 -0.82 -0.51
C -2.56 -1.04 -0.43
N -1.67 -0.04 -0.38
C 3.83 2.36 0.24
H 6.13 0.11 1.41
H 1.77 3.17 -1.44
H 1.17 3.43 0.19
H 0.11 1.77 -1.86
H -1.46 3.23 -0.81
H -0.93 2.58 0.74
H -3.78 2.55 -0.52
H -5.44 0.70 -0.61
H -4.60 -1.66 -0.55
H -2.16 -2.04 -0.41
H 3.91 3.41 0.02
C 0.74 1.09 3.95
C 1.92 1.80 3.83
C 2.52 1.95 2.59
C 1.94 1.35 1.46
N 0.77 0.71 1.61
C 0.19 0.56 2.81
C 2.73 0.69 -1.19
C 3.86 0.85 -2.00
C 4.03 0.06 -3.12
C 3.07 -0.89 -3.45
C 1.96 -0.97 -2.65
N 1.79 -0.19 -1.58
H 0.25 0.95 4.91
H 2.39 2.25 4.69
H 3.43 2.51 2.51
H -0.73 -0.01 2.83
H 4.62 1.57 -1.75
H 4.92 0.18 -3.73
H 3.18 -1.53 -4.31
H 1.17 -1.68 -2.86
```

Calculated values
2S+1: 6
Net charge: +1
HOMO-LUMO gap (alpha / beta): 0.23513 / 0.26563 hartree
Maximum force: 0.25 eV Å⁻¹
Calculated total energy: -2928.17821 Ha
E_HOMO (alpha / beta): -9.225 / -10.345 eV
Energy relative to the best compared isomer or geometry (same formula, charge and spin): 0.0 kcal per mole



(7)
# C23H19IN9PtS3

C23H19IN9PtS3 as an isolated structure at a distorted geometry (ωB97M-V with the def2-TZVPD basis set, the OMol25 dataset).

Geometry as XYZ:
```
56
Properties=species:S:1:pos:R:3
Pt -0.09 0.19 -0.14
S -0.24 -1.42 1.85
C 1.45 -1.43 1.75
N 2.03 -0.77 0.77
C 3.38 -0.94 0.78
C 4.29 -0.43 -0.15
C 5.62 -0.76 -0.01
C 6.08 -1.56 1.05
C 5.20 -2.06 1.99
C 3.85 -1.76 1.85
S 2.54 -2.31 2.83
H 3.94 0.20 -0.95
H 6.34 -0.40 -0.74
H 7.13 -1.79 1.13
H 5.56 -2.66 2.81
I 0.23 -1.62 -6.25
C 0.67 -1.48 -4.21
C 1.69 -2.12 -3.52
N 1.60 -1.72 -2.24
N 0.58 -0.87 -2.06
C 0.00 -0.71 -3.24
H 2.44 -2.80 -3.86
H 2.18 -2.01 -1.47
H -0.86 -0.09 -3.38
N -3.88 -1.02 1.08
C -3.90 -0.36 -0.06
N -4.99 0.26 -0.49
S -2.50 -0.30 -1.08
H -4.72 -1.13 1.64
H -3.07 -1.56 1.34
H -5.88 0.18 -0.01
H -5.00 0.73 -1.38
N -4.62 5.51 2.75
C -3.83 4.77 2.38
C -2.90 3.81 1.91
C -2.31 2.88 2.77
C -1.46 1.93 2.23
N -1.17 1.87 0.94
C -1.70 2.78 0.11
C -2.57 3.76 0.55
H -2.51 2.89 3.83
H -1.02 1.18 2.87
H -1.42 2.72 -0.93
H -2.99 4.47 -0.14
N 4.15 6.38 -1.76
C 3.59 5.42 -1.52
C 2.86 4.23 -1.24
C 2.78 3.73 0.06
C 2.01 2.59 0.27
N 1.36 1.97 -0.71
C 1.46 2.43 -1.95
C 2.19 3.57 -2.27
H 3.29 4.20 0.88
H 1.94 2.16 1.26
H 0.95 1.88 -2.73
H 2.25 3.92 -3.29
```

Calculated values
2S+1: 5
Net charge: +3
HOMO-LUMO gap (alpha / beta): 0.26593 / 0.12880 hartree
Maximum force: 1.52 eV Å⁻¹
Calculated total energy: -2991.17955 Ha
E_HOMO (alpha / beta): -15.935 / -15.917 eV



(8)
# C23H19N4O8

A 2-piece molecular cluster, C23H19N4O8 overall at a distorted geometry (ωB97M-V with the def2-TZVPD basis set, the OMol25 dataset).

Geometry as XYZ:
```
54
Properties=species:S:1:pos:R:3
C 0.51 0.94 7.86
C 0.31 -0.32 7.27
C 0.65 -0.52 5.94
C 1.22 0.52 5.19
C 1.63 0.20 3.78
O 0.86 1.02 2.87
C 0.86 0.58 1.59
N 0.12 1.55 0.82
N -0.05 1.21 -0.40
C -0.47 2.34 -1.21
O -0.64 3.48 -0.85
O -0.66 1.86 -2.48
C -1.30 2.82 -3.34
C -1.36 2.27 -4.74
C -0.81 3.04 -5.76
C -0.86 2.60 -7.08
C -1.45 1.37 -7.39
C -2.01 0.59 -6.37
C -1.96 1.03 -5.04
O 1.41 -0.43 1.19
C 1.38 1.79 5.76
C 1.04 1.98 7.11
H 0.25 1.09 8.91
H -0.11 -1.14 7.84
H 0.50 -1.49 5.45
H 2.70 0.42 3.63
H 1.44 -0.86 3.54
H -2.32 3.01 -2.96
H -0.74 3.76 -3.31
H -0.35 4.00 -5.50
H -0.44 3.23 -7.87
H -1.49 1.03 -8.43
H -2.47 -0.37 -6.62
H -2.40 0.43 -4.23
H 1.78 2.62 5.16
H 1.19 2.96 7.58
C -1.58 -1.27 -1.11
N -2.75 -1.29 -0.40
O -3.78 -0.69 -0.83
O -2.79 -1.90 0.72
C -0.46 -2.07 -0.79
C -0.41 -2.84 0.42
C 0.71 -3.58 0.74
C 1.79 -3.65 -0.17
N 2.91 -4.48 0.11
O 3.80 -4.60 -0.78
O 2.98 -5.08 1.21
C 1.76 -2.93 -1.39
C 0.66 -2.13 -1.69
H -1.55 -0.67 -2.02
H -1.26 -2.80 1.09
H 0.78 -4.11 1.69
H 2.60 -2.99 -2.07
H 0.63 -1.54 -2.61
```

Calculated values
Net charge: -1
HOMO-LUMO gap: 0.17240 hartree
Maximum force: 3.14 eV Å⁻¹
Calculated total energy: -1708.62989 Ha
E_HOMO: -3.903 eV
Energy relative to the best compared isomer or geometry (same formula, charge and spin): 0.0 kcal per mole



Q: Which of these has the highest calculated total energy?
A: C23H18O3S